Record 1
C23H32CsN7SSe3Te2 as an isolated structure. Source: the Open Molecules 2025 dataset; level of theory: the ωB97M-V functional and the def2-TZVPD basis.

```
69
Properties=species:S:1:pos:R:3:forces:R:3:lowdin_charge:R:1
Cs -3.767 1.397 1.665 0.519 -0.056 -0.105 0.444
Te -1.356 0.902 4.528 -0.402 0.574 1.146 0.625
Te -6.307 4.506 0.195 0.171 -0.042 0.510 0.027
Se -6.813 2.484 1.597 -0.559 0.183 0.016 -0.635
Se -5.612 3.545 -3.476 0.041 0.031 -0.115 -0.192
Se -7.339 4.071 -2.020 -0.408 0.073 -0.204 -0.393
S 1.033 0.082 -0.217 -0.027 -0.059 0.072 0.618
N 3.068 -1.449 -0.843 0.159 -0.203 -0.209 -0.034
N 1.422 -1.224 -2.486 -0.290 -0.155 -0.284 -0.014
N -1.683 0.459 -4.696 -0.015 -0.086 -0.321 0.039
N -0.244 -1.045 3.124 0.870 -1.065 -0.900 -0.032
N -2.717 1.273 -4.472 -0.034 -0.093 0.717 -0.099
N -2.188 0.360 -2.591 -0.241 0.076 0.221 0.033
N -1.387 -0.079 -3.567 0.401 -0.184 -0.092 -0.066
C 4.995 -2.907 -1.257 -0.155 -0.040 -0.017 -0.093
C 1.854 -3.513 4.394 -0.209 0.406 -0.130 -0.029
C -0.699 2.100 7.298 0.035 0.099 0.026 -0.193
C -3.016 1.203 -3.162 0.075 -0.006 -0.157 -0.149
C 2.269 -1.316 -3.662 0.067 -0.230 -0.170 -0.251
C -2.455 3.254 -5.970 0.210 -0.328 0.313 -0.405
C 3.479 -2.819 -1.116 0.176 0.014 -0.089 -0.253
C 1.909 -2.346 3.610 1.082 -0.810 0.159 -0.207
C 0.738 -1.624 3.329 -1.096 0.550 -0.295 -0.227
C 2.995 -4.251 4.631 0.264 -0.120 0.061 -0.098
C 4.276 -2.723 3.299 0.252 -0.150 0.077 -0.099
C 1.882 -2.491 -4.554 0.053 0.118 0.086 -0.091
C -2.081 4.145 -4.786 -0.156 -0.003 -0.150 -0.082
C -1.573 1.246 6.618 -0.021 0.284 -0.236 -0.705
C 1.862 -0.925 -1.246 -0.030 0.462 0.480 -0.902
C -1.223 2.738 -6.715 -0.199 0.210 -0.056 -0.099
C -2.612 0.745 8.758 0.045 0.013 0.052 -0.132
C -2.525 0.570 7.385 -0.096 -0.054 -0.048 -0.187
C -3.346 2.094 -5.487 0.162 0.395 -0.530 -0.158
C -1.740 1.607 9.412 0.007 -0.004 0.125 -0.146
C -0.780 2.284 8.670 -0.027 -0.052 0.064 -0.134
C 3.146 -1.967 3.061 -0.429 0.140 0.069 -0.035
C 4.217 -3.865 4.091 -0.194 0.102 -0.028 -0.102
H 0.055 2.636 6.734 -0.005 -0.006 -0.021 0.071
H 3.198 -1.068 2.460 -0.065 0.022 -0.001 0.105
H 0.835 -2.400 -4.841 -0.029 -0.037 -0.045 0.070
H 2.995 -3.157 -2.030 -0.030 -0.018 0.079 0.089
H -3.212 -0.107 6.890 0.001 0.009 -0.015 0.075
H 2.936 -5.137 5.252 -0.009 0.007 -0.014 0.098
H -3.614 1.452 -6.329 -0.042 -0.045 0.071 0.124
H 3.150 -3.476 -0.302 -0.066 -0.013 -0.076 0.117
H -3.821 1.768 -2.711 -0.092 0.067 -0.038 0.029
H 5.111 -4.440 4.294 0.003 -0.020 -0.041 0.093
H 3.311 -1.394 -3.349 -0.037 0.083 -0.017 0.099
H 5.296 -3.923 -1.516 0.046 -0.019 0.042 0.068
H -3.362 0.204 9.324 -0.015 0.012 -0.011 0.086
H 5.222 -2.418 2.868 -0.005 0.032 0.015 0.097
H 3.274 -1.157 0.101 -0.091 0.104 -0.038 0.074
H 5.480 -2.629 -0.321 0.046 -0.006 0.014 0.062
H 5.346 -2.227 -2.033 0.003 0.006 -0.031 0.066
H -1.520 2.087 -7.540 0.070 -0.031 -0.040 0.069
H 2.016 -3.443 -4.041 -0.017 -0.020 0.020 0.060
H -1.807 1.746 10.485 -0.002 0.006 0.002 0.078
H -4.251 2.504 -5.035 0.007 -0.267 -0.148 -0.052
H -1.396 3.633 -4.106 0.029 -0.035 0.004 0.080
H -2.984 4.408 -4.231 0.073 0.099 0.070 0.018
H -0.090 2.959 9.167 0.000 0.007 -0.012 0.084
H -0.647 3.571 -7.121 0.039 0.021 -0.012 0.068
H -3.073 3.835 -6.661 -0.056 -0.057 0.035 0.133
H 0.907 -3.818 4.819 -0.017 0.030 -0.020 0.117
H 0.490 -0.868 -2.695 0.072 0.051 0.152 0.068
H 2.158 -0.394 -4.243 0.104 0.020 0.084 0.118
H -1.596 5.059 -5.128 0.045 0.033 -0.002 0.073
H 2.495 -2.492 -5.457 -0.029 -0.019 -0.041 0.067
H -0.585 2.164 -6.046 0.068 -0.005 -0.022 0.052
```
Positions in Å, forces in eV/Å.

Calculated values
- Lowest unoccupied orbital energy: 3.37 eV
- Charge: -2
- Gap between HOMO and LUMO: 0.167 Ha
- Energy relative to the best compared isomer or geometry (same formula, charge and spin): 32.0 kcal per mole
- DFT total energy: -256811.0810 eV

Record 2
C23H32CuIN6 as an isolated structure. Source: the Open Molecules 2025 dataset; level of theory: the ωB97M-V functional and the def2-TZVPD basis.

```
63
Properties=species:S:1:pos:R:3:forces:R:3:mulliken_spin:R:1
I 1.010 1.369 2.089 0.214 -0.030 0.148 0.016
Cu 0.246 -0.209 0.205 -0.046 -0.343 -0.324 0.057
N 0.664 3.575 -2.982 0.275 -0.068 0.194 0.000
N 1.887 1.731 -2.580 0.401 0.261 -0.494 0.000
N -2.076 -0.668 0.447 0.126 -0.019 0.302 -0.001
N -3.768 -2.432 0.314 0.242 -0.252 0.005 0.000
N -1.960 -2.638 1.631 -0.346 -0.557 0.178 0.001
N -0.139 1.847 -1.463 -0.083 -0.454 0.160 0.000
C 2.751 2.616 -3.317 -0.006 0.068 -0.010 0.000
C -2.580 -3.938 1.609 -0.064 -0.060 -0.042 0.000
C -1.376 2.483 -1.094 -0.300 0.331 0.178 0.001
C -0.560 4.145 -3.489 -0.208 -0.028 0.118 0.000
C 2.336 -3.523 -1.512 0.001 0.252 0.286 0.015
C 0.014 -2.176 -2.266 -0.217 0.414 0.437 -0.012
C -3.990 -3.592 1.155 -0.003 -0.120 0.121 0.000
C -2.587 0.328 -0.447 -0.267 0.185 -0.196 -0.001
C -0.559 -2.556 1.950 0.093 0.009 -0.011 0.012
C -4.971 -1.762 -0.112 0.081 0.208 -0.130 0.000
C 0.702 2.356 -2.261 -0.334 0.088 -0.076 0.000
C 1.759 3.587 -3.934 0.172 -0.011 -0.115 0.000
C 3.525 -4.156 -1.095 0.285 -0.243 -0.030 -0.043
C 1.668 -3.876 -2.699 -0.021 -0.253 -0.279 -0.008
C 4.165 -3.779 0.052 -0.013 -0.178 -0.251 0.053
C -2.122 1.720 0.003 -0.041 0.064 -0.318 0.001
C 0.526 -3.216 -3.058 0.095 -0.256 -0.226 0.012
C 3.630 -2.745 0.848 0.046 0.527 0.691 -0.042
C 2.540 0.791 -1.713 -0.028 -0.166 0.181 0.019
C 0.607 -1.748 -1.089 0.029 0.152 0.199 0.038
C -2.583 -1.790 0.736 -0.217 0.240 -0.057 0.000
C 1.794 -2.467 -0.720 -0.450 0.067 -0.346 0.047
C 2.485 -2.134 0.452 0.450 -0.537 -0.401 0.824
H -4.470 -4.394 0.586 0.037 0.048 0.075 0.000
H -2.057 2.557 -1.958 0.070 0.146 0.092 0.000
H -5.737 -2.522 -0.281 0.048 0.018 -0.011 0.000
H -2.976 2.324 0.325 -0.014 0.028 -0.044 0.000
H -4.632 -3.337 2.016 0.072 -0.048 -0.046 0.000
H -1.475 1.603 0.867 0.075 0.045 0.071 0.000
H -0.896 -1.694 -2.616 -0.014 0.082 0.003 -0.001
H -0.300 4.994 -4.124 0.000 0.011 0.037 0.000
H 3.328 2.053 -4.058 -0.001 0.139 0.026 0.000
H 3.934 -4.949 -1.715 0.015 -0.005 0.017 -0.003
H -5.357 -1.055 0.635 0.016 0.027 -0.016 0.000
H 0.014 -3.496 -3.976 0.012 0.006 0.033 0.000
H -2.549 -4.400 2.602 -0.021 -0.009 -0.118 0.000
H 1.422 3.230 -4.921 0.040 0.035 0.069 0.000
H 3.098 1.288 -0.912 -0.051 0.069 0.087 0.001
H -2.090 -4.613 0.888 -0.007 0.045 0.066 0.000
H -0.276 -1.509 1.973 0.150 0.034 0.215 -0.015
H -3.681 0.325 -0.539 0.141 0.029 -0.062 0.000
H -2.160 0.135 -1.436 -0.069 -0.041 -0.149 0.001
H -1.180 3.493 -0.708 -0.106 0.056 -0.115 0.000
H 5.090 -4.264 0.347 -0.050 0.019 0.031 0.006
H -0.387 -3.005 2.929 -0.041 0.047 0.080 -0.008
H -1.134 3.432 -4.095 -0.026 0.010 -0.020 0.000
H 3.455 3.134 -2.646 -0.032 -0.012 -0.048 0.000
H 0.072 -3.062 1.214 -0.107 -0.033 0.013 0.023
H 1.786 0.136 -1.276 0.284 0.069 -0.052 -0.020
H 2.075 -4.675 -3.312 -0.035 0.030 -0.001 0.003
H 3.239 0.194 -2.301 -0.043 -0.098 -0.046 -0.002
H -1.184 4.508 -2.675 -0.056 -0.013 -0.126 0.000
H 2.166 4.597 -4.041 -0.045 -0.076 -0.078 0.000
H 4.148 -2.450 1.752 -0.015 0.039 0.047 0.030
H -4.808 -1.239 -1.054 -0.089 0.010 0.076 0.000
```
Positions in Å, forces in eV/Å.

Calculated values
- Lowest unoccupied orbital energy (alpha / beta): 2.80 / 2.80 eV
- ⟨S²⟩: 0.76
- Charge: -1
- Gap between HOMO and LUMO (alpha / beta): 0.230 / 0.225 Ha
- Energy relative to the best compared isomer or geometry (same formula, charge and spin): 0.0 kcal per mole
- DFT total energy: -86050.9356 eV
- 2S+1: 2

no.,maximum force (hartree/bohr)
1,0.032
2,0.017